Entry from OMol25: a molecular structure, C40H57ErO3Se (ωB97M-V with the def2-TZVPD basis set).

Its energy above the lowest of the compared OMol25 structures with the same formula, charge and spin is 1.217 eV. The calculation puts the highest occupied orbital energy (alpha / beta) at -7.51 / -7.52 eV. As for the frontier orbital gap (alpha / beta): 7.4 / 7.4 eV.

```
! wB97M-V def2-TZVPD RIJCOSX def2/J DEFGRID3
* xyz 0 4
Er 0.4124 -0.0164 -0.9931
C 6.0024 -1.5343 3.2843
C 4.5216 -1.8410 3.2967
C 4.3785 -3.3509 3.6146
C 3.8381 -0.9384 4.3472
C 3.9571 -1.6741 1.8695
C 2.5999 -1.5322 1.7656
C 1.9973 -1.4349 0.5377
Se 0.2111 -2.3727 0.6035
C -1.3102 -1.1968 0.4256
C -2.0992 -1.1187 1.5456
C -3.5108 -1.1864 1.4889
C -4.1335 -1.3057 0.2325
C -3.3924 -1.2251 -0.9680
C -1.9636 -1.2170 -0.8931
O -1.1356 -1.0497 -1.9100
C -4.0944 -1.0711 -2.3256
C -3.1649 -0.7443 -3.4541
C -4.9154 -2.3876 -2.5893
C -5.0524 0.1720 -2.3387
C -4.3393 -1.3765 2.7809
C -4.9138 -0.0280 3.2501
C -5.6333 -2.2194 2.4715
C -3.4631 -1.9393 3.8998
C 2.7740 -1.3063 -0.6648
O 2.2097 -0.8618 -1.7617
C 4.2004 -1.5455 -0.5769
C 4.6983 -1.7065 0.6909
C 5.1241 -1.5568 -1.7835
C 6.5872 -1.8279 -1.4086
C 5.1852 -0.1941 -2.4816
C 4.5716 -2.5274 -2.8567
H 6.4491 -1.5714 4.3479
H 6.6543 -2.1617 2.6103
H 6.2782 -0.5045 2.9794
H 4.6858 -3.4500 4.6370
H 3.3370 -3.6855 3.5999
H 4.9412 -4.0263 2.9872
H 4.4627 -1.0902 5.2458
H 3.9428 0.1222 4.1773
H 2.8155 -1.2519 4.5711
H 2.0078 -1.5658 2.6718
H -1.6793 -1.0525 2.5467
H -5.2316 -1.2001 0.1404
H -2.3228 -1.4151 -3.5950
H -3.8011 -0.8451 -4.3957
H -2.7280 0.2913 -3.4258
H -4.1792 -3.1845 -2.8314
H -5.5239 -2.6632 -1.7131
H -5.6244 -2.2472 -3.4215
H -4.4950 1.0409 -1.9340
H -5.3792 0.3060 -3.3517
H -6.0124 0.0897 -1.7830
H -5.4403 0.4750 2.4346
H -5.5109 -0.1171 4.1292
H -4.1275 0.6839 3.4867
H -6.5000 -1.6598 2.0846
H -5.4738 -3.0785 1.7904
H -6.0257 -2.6350 3.3983
H -2.9975 -1.1266 4.5423
H -4.1432 -2.5236 4.5124
H -2.6185 -2.6130 3.7191
H 5.8036 -1.8674 0.7182
H 6.8867 -1.0525 -0.6984
H 6.6413 -2.7835 -0.8650
H 7.1794 -1.9052 -2.3301
H 5.6520 0.5712 -1.7957
H 5.7682 -0.3241 -3.4017
H 4.1783 0.1596 -2.6942
H 4.6401 -3.5747 -2.5688
H 3.5068 -2.3413 -2.9610
H 5.1222 -2.4574 -3.7991
C -2.6435 3.2455 -4.2373
C -1.2779 3.5037 -3.6059
C -0.3206 2.4086 -4.1068
C -1.2866 3.8955 -2.1077
C -2.0187 5.0525 -1.6988
C -2.1703 5.5019 -0.3856
C -1.4183 4.8580 0.5853
C -0.5552 3.7922 0.2477
C 0.5582 3.3582 1.2163
C 1.7223 2.5160 0.6442
C -0.0738 2.7570 2.4670
C -0.6197 3.1931 -1.0540
O -0.2633 1.9343 -1.2262
H -2.5820 3.1770 -5.3319
H -3.4146 4.0176 -4.0603
H -3.0270 2.3495 -3.8283
H -1.0169 4.4619 -3.9541
H -0.7058 1.3921 -4.0719
H 0.6053 2.3328 -3.5330
H -0.0614 2.5525 -5.1281
H -2.5281 5.6051 -2.4910
H -2.9164 6.2412 -0.1291
H -1.4498 5.2326 1.5747
H 0.9413 4.3741 1.4332
H 2.6355 2.6927 1.1909
H 1.9248 2.9360 -0.3511
H 1.3986 1.4693 0.6953
H -0.9678 3.2639 2.8489
H 0.6530 2.5474 3.2597
H -0.4068 1.6877 2.2733
*
```

Entry from OMol25: 3 unconnected molecules or ions with the total composition C40H58FIO3 (ωB97M-V with the def2-TZVPD basis set).

The calculation puts the highest occupied orbital energy at -8.98 eV. As for the frontier orbital gap: 8.1 eV. The SMILES is CCC[C@H](C)c1c(CCF)cc([C@H](I)CC)c2c1C(=O)C=C(CC(=O)c1ccccc1)C2=O.CCCCCC.CCCCCC.

```
! wB97M-V def2-TZVPD RIJCOSX def2/J DEFGRID3
* xyz 0 1
C 5.3290 -1.7589 4.1457
C 4.0549 -2.3482 3.3836
C 4.1469 -2.0141 1.8385
C 2.8020 -1.4732 1.2060
C 2.9593 -1.2152 -0.3689
C 2.2175 -0.2259 1.9610
C 2.8746 1.1171 1.9344
C 4.2237 1.4069 1.1783
C 3.9999 1.7795 -0.3639
F 2.6207 1.9761 -0.6246
C 2.2927 2.2863 2.6150
C 1.0158 2.1949 3.3720
C 0.4793 3.4945 4.0317
I 0.9102 3.5772 6.1907
C -1.0365 3.8386 3.6695
C -1.8982 4.3572 4.8970
C 0.3900 0.8744 3.4132
C 0.9675 -0.3169 2.7315
C 0.1519 -1.6387 2.9016
O 0.6353 -2.7367 3.0518
C -1.4078 -1.4493 2.9167
C -1.9445 -0.3543 3.5201
C -3.4694 -0.0359 3.5776
C -4.2180 -0.4206 2.2412
O -5.0118 -1.3412 2.1883
C -4.0199 0.3867 0.9121
C -3.3319 1.6885 1.0267
C -3.1289 2.4961 -0.1899
C -3.6303 1.9578 -1.4466
C -4.3419 0.6749 -1.5774
C -4.5283 -0.1287 -0.3687
C -0.9737 0.6983 4.1757
O -1.2614 1.2780 5.1947
H 6.2154 -1.7925 3.4599
H 5.1758 -0.7032 4.4909
H 5.5765 -2.4285 5.0189
H 4.1394 -3.4681 3.4971
H 3.0935 -2.0533 3.8718
H 4.3556 -2.9937 1.3103
H 5.0392 -1.3665 1.6446
H 2.0716 -2.3290 1.2756
H 4.0257 -1.1019 -0.6844
H 2.5543 -2.1287 -0.8982
H 2.2903 -0.3706 -0.6664
H 4.6548 2.3459 1.6383
H 4.9965 0.6144 1.3249
H 4.6042 2.6599 -0.6931
H 4.3903 0.8916 -0.9392
H 2.7796 3.2970 2.5777
H 1.0942 4.3376 3.6064
H -1.5801 3.0079 3.1577
H -1.0229 4.7027 2.9413
H -2.0928 3.5735 5.6676
H -2.9006 4.6575 4.4635
H -1.4720 5.2878 5.3572
H -2.0587 -2.2200 2.4250
H -3.9356 -0.6346 4.4013
H -3.6512 1.0505 3.8200
H -2.9820 2.0191 2.0294
H -2.6165 3.4784 -0.0767
H -3.4691 2.5562 -2.3722
H -4.7126 0.3042 -2.5669
H -5.0557 -1.1068 -0.4735
C 4.2591 1.5126 -4.4937
C 5.4165 1.6656 -5.4729
C 6.7830 1.7132 -4.7892
C 6.9936 2.8938 -3.8370
C 6.8132 4.2764 -4.4645
C 7.8122 4.5676 -5.5778
H 4.1922 2.3628 -3.8114
H 3.3129 1.4491 -5.0350
H 4.3695 0.6009 -3.9004
H 5.2632 2.5580 -6.0868
H 5.4042 0.8152 -6.1619
H 7.5613 1.7234 -5.5586
H 6.9314 0.7852 -4.2260
H 8.0031 2.8224 -3.4177
H 6.3088 2.8025 -2.9871
H 6.9359 5.0301 -3.6806
H 5.7945 4.3938 -4.8447
H 8.8381 4.4980 -5.2079
H 7.6616 5.5780 -5.9653
H 7.6989 3.8747 -6.4138
C -7.5189 -5.3533 -4.1600
C -6.7654 -5.5114 -2.8445
C -7.6677 -5.9035 -1.6744
C -8.7504 -4.8818 -1.3163
C -8.2367 -3.4832 -0.9730
C -7.3370 -3.4561 0.2571
H -8.2592 -4.5522 -4.1081
H -6.8237 -5.1078 -4.9659
H -8.0315 -6.2804 -4.4287
H -6.2234 -4.5884 -2.6181
H -6.0054 -6.2890 -2.9706
H -7.0423 -6.0933 -0.7964
H -8.1557 -6.8567 -1.9056
H -9.3222 -5.2693 -0.4663
H -9.4622 -4.8007 -2.1442
H -9.0986 -2.8346 -0.7882
H -7.7059 -3.0506 -1.8264
H -7.8631 -3.8443 1.1325
H -7.0284 -2.4313 0.4769
H -6.4310 -4.0473 0.1084
*
```

> What is the formula in the first record?

C40H57ErO3Se